Formula: C23H21BClF4MnN8O4P
Source: the OMol25 dataset
Level of theory: wB97M-V/def2-TZVPD

Summary:
strongest force on any atom: 0.4 eV/Å
multiplicity: 2
E_tot: -4005.2546 hartree
ΔE to the lowest compared entry with this formula, charge and spin: 33.3 kcal per mole

XYZ file:
```
64
Properties=species:S:1:pos:R:3:lowdin_spin:R:1
Mn 0.46 -0.06 -0.50 0.96
Cl 0.87 5.72 0.65 0.00
P -0.78 -3.06 0.49 0.00
F 2.92 1.90 -2.70 0.00
F 2.87 -0.37 -3.00 0.00
F 2.53 0.50 -0.89 0.00
F 0.91 0.74 -2.42 0.00
O 0.15 0.83 3.78 0.00
O 0.58 3.22 4.54 0.00
O -0.19 -0.19 1.82 0.01
O 0.84 5.21 3.60 0.00
N -0.28 -3.89 -2.16 0.00
N 0.60 3.17 -0.07 0.00
N 0.32 -1.82 -1.71 0.00
N 1.08 -2.75 2.57 0.00
N -2.96 -1.40 1.11 0.00
N 1.66 -1.73 0.71 0.02
N -1.59 -0.46 -0.34 0.00
N 0.41 1.92 0.41 0.00
C 0.75 -2.49 1.28 0.00
C 0.68 4.01 3.50 0.00
C 0.18 -3.35 -3.32 0.00
C 1.49 4.17 -2.10 0.00
C -1.82 -1.55 0.39 0.00
C 0.40 2.04 1.74 0.00
C 0.11 0.79 2.54 0.00
C 1.32 4.54 -3.43 0.00
C -3.45 -2.29 2.14 0.00
C 2.60 -1.47 1.65 0.00
C -3.46 -0.15 0.84 0.00
C 2.25 -2.08 2.82 0.00
C -0.87 3.57 -3.44 0.00
C 0.14 4.24 -4.09 0.00
C -0.78 -5.24 -1.98 0.00
C -0.72 3.20 -2.11 0.00
C -2.61 0.41 -0.06 0.00
C 0.55 -2.06 -3.04 0.00
C 0.60 3.38 2.14 0.00
C -0.18 -2.93 -1.21 0.00
C 0.23 -3.33 3.59 0.00
C 0.46 3.51 -1.46 0.00
C 0.71 4.06 0.94 0.00
B 2.38 0.71 -2.30 0.00
H 0.41 2.26 4.28 0.00
H 3.46 -0.86 1.44 0.00
H 0.85 -3.79 4.36 0.00
H -4.37 0.20 1.29 0.00
H 2.12 5.05 -3.94 0.00
H -0.40 -4.10 3.14 0.00
H -2.67 1.38 -0.52 0.00
H -0.39 -2.55 4.04 0.00
H 2.72 -2.11 3.79 0.00
H 0.23 -3.91 -4.24 0.00
H -1.83 -5.23 -1.70 0.00
H 0.02 4.53 -5.13 0.00
H -1.79 3.32 -3.96 0.00
H -0.21 -5.76 -1.21 0.00
H 2.42 4.37 -1.58 0.00
H -0.67 -5.78 -2.92 0.00
H -4.50 -2.08 2.31 0.00
H -2.90 -2.13 3.07 0.00
H 0.97 -1.32 -3.69 0.00
H -1.50 2.69 -1.58 0.00
H -3.34 -3.33 1.82 0.00
```